# CH6N3

A cluster of 2 separate species, CH6N3 in total (ωB97M-V with the def2-TZVPD basis set, OMol25).

Each line ends with the Mulliken spin population.
CARTESIAN COORDINATES (ANGSTROEM)
C 1.349 -0.413 0.546  0.920
N -0.738 1.306 -0.319  0.503
N -1.455 -0.682 0.437  0.074
N -0.647 0.229 0.138  0.353
H 1.349 0.148 1.434  0.007
H 1.869 -0.025 -0.314  0.006
H 1.038 -1.429 0.585  0.035
H -1.512 1.722 -0.643  0.069
H -1.082 -1.620 0.646  0.005
H -2.467 -0.581 0.763  0.026

Computed properties:
- LUMO level (alpha / beta) (eV) = -5.640 / -8.762
- gap between HOMO and LUMO (alpha / beta) (eV) = 6.45 / 8.84
- relative energy (zero: lowest compared OMol25 entry of this formula, charge and spin) (eV) = 3.1167
- <S²> = 2.007
- net charge = +1
- spin multiplicity = 3



# CH6N3S2

A cluster of 2 separate species, CH6N3S2 in total (ωB97M-V with the def2-TZVPD basis set, OMol25).

Each line ends with the natural charge from an NBO analysis.
CARTESIAN COORDINATES (ANGSTROEM)
C -0.736 -0.454 0.228  0.665
N -1.772 0.016 0.918  -0.757
N -0.799 -0.792 -1.081  -0.742
N 0.465 -0.712 0.825  -0.749
S 3.600 1.132 -0.274  -0.025
S 1.754 -1.288 -0.063  0.289
H -2.721 0.361 0.501  0.456
H -1.675 0.260 1.882  0.431
H -1.621 -0.294 -1.474  0.426
H -0.017 -1.206 -1.479  0.443
H 0.515 -0.851 1.891  0.445
H 3.884 0.348 -1.292  0.117

Computed properties:
- LUMO level (alpha / beta) (eV) = -6.818 / -6.812
- gap between HOMO and LUMO (alpha / beta) (eV) = 6.33 / 6.42
- relative energy (zero: lowest compared OMol25 entry of this formula, charge and spin) (eV) = 1.9363
- net charge = +1



# CH6N4

The molecule CH6N4 (ωB97M-V with the def2-TZVPD basis set, OMol25).

Each line ends with the natural charge from an NBO analysis.
CARTESIAN COORDINATES (ANGSTROEM)
H -3.021 0.700 0.484  0.335
N -2.116 0.086 0.407  -0.580
N -1.104 0.889 0.283  -0.004
N 0.003 0.437 -0.119  -0.032
C 0.167 -1.043 -0.186  -0.475
N 1.056 1.157 -0.515  -0.666
H 0.110 -1.300 0.913  0.215
H -0.702 -1.494 -0.519  0.238
H 1.107 -1.322 -0.594  0.213
H 1.224 2.028 -0.065  0.388
H 1.304 1.006 -1.447  0.368

Computed properties:
- LUMO level (eV) = 1.036
- gap between HOMO and LUMO (eV) = 9.18
- structure (SMILES) = [H]/N=N/N(C)N
- relative energy (zero: lowest compared OMol25 entry of this formula, charge and spin) (eV) = 3.0728



# CH6N4O

The molecule CH6N4O (ωB97M-V with the def2-TZVPD basis set, OMol25).

Each line ends with the natural charge from an NBO analysis.
CARTESIAN COORDINATES (ANGSTROEM)
H 2.431 0.959 1.127  0.332
N 1.447 1.025 0.768  -0.492
N 1.143 0.109 -0.039  0.326
O 1.743 -0.733 -0.709  -0.446
C -0.505 0.269 -0.141  0.242
N -1.004 -0.505 -1.254  -0.834
N -1.068 -0.270 1.088  -0.841
H -0.679 1.277 -0.243  0.193
H -1.126 0.105 -2.037  0.366
H -0.450 -1.222 -1.584  0.384
H -0.736 0.230 1.921  0.388
H -1.194 -1.241 1.102  0.383

Computed properties:
- LUMO level (eV) = 0.919
- gap between HOMO and LUMO (eV) = 10.36
- structure (SMILES) = [H]/N=[N+](\[O-])C(N)N
- relative energy (zero: lowest compared OMol25 entry of this formula, charge and spin) (eV) = 3.6302



Q: relative energy (zero: lowest compared OMol25 entry of this formula, charge and spin) of number 4 (CH6N4O)?
A: 3.6302 eV